# 1
Molecular formula: C28H27B2Cl3N8NdO2S
Method: DFT, ωB97M-V/def2-TZVPD

The expectation value of S² is 3.753. For the total energy, the calculation gives -110529.315 eV. As for the HOMO energy (alpha / beta): -3.756 / -3.735 eV. The gap between HOMO and LUMO (alpha / beta) is 5.22 / 5.20 eV. The calculation puts the maximum force at 0.80 eV Å⁻¹. Its spin multiplicity is 4. As for the charge: -1.

XYZ file:
```
72
Properties=species:S:1:pos:R:3:mulliken_charge:R:1
Nd 0.41 0.04 -0.18 0.442
Cl 3.37 -0.61 -0.35 -0.008
Cl 6.26 3.93 -1.67 -0.295
Cl 4.46 -1.92 -2.73 -0.162
S -2.30 2.17 1.39 -0.015
O 1.05 -1.88 -1.42 -0.518
O 1.99 -3.80 -2.09 -0.698
N 0.08 1.77 -3.11 0.088
N -3.55 -0.25 2.68 -0.071
N 1.26 -0.48 2.04 -0.371
N -2.11 0.70 -2.44 -0.396
N -1.76 0.56 1.40 0.071
N -0.94 -2.00 0.94 0.668
N 1.02 1.12 -2.38 0.695
N -1.72 -0.26 -1.58 0.918
C -2.38 -0.38 1.98 0.780
C 0.59 2.12 -4.30 -0.161
C -1.84 -1.78 1.89 0.292
C -3.68 2.15 2.49 0.870
C -4.28 3.35 2.83 -0.655
C 2.03 -2.65 -1.68 0.265
C -0.47 -3.23 0.78 -0.514
C 3.43 2.45 0.77 -0.503
C -0.84 -4.29 1.59 -0.885
C 2.12 1.08 -3.13 -0.452
C -5.39 3.37 3.67 -0.682
C -3.19 0.29 -3.12 -0.141
C -5.88 2.19 4.19 -0.562
C 3.43 -2.13 -1.29 -0.029
C 2.21 2.88 0.21 0.465
C 3.53 3.97 -1.53 -0.766
C -5.26 0.98 3.87 -0.652
C -4.17 0.97 3.02 -0.318
C -2.56 -1.28 -1.73 -0.480
C 4.71 3.52 -0.95 0.360
C 1.90 1.70 -4.36 -1.343
C 0.92 2.50 0.76 -1.484
C -2.25 -2.77 2.76 -0.928
C 1.98 -0.72 2.90 -0.227
C -3.53 -0.98 -2.69 -1.331
C 2.31 3.66 -0.96 -0.297
C 4.66 2.76 0.21 -0.647
C -1.74 -4.06 2.60 -0.713
B -1.34 2.04 -2.54 0.293
B 2.97 -1.05 4.10 0.545
H 2.33 -1.00 5.13 -0.184
H 3.58 4.56 -2.44 0.384
H -2.92 -2.57 3.58 0.510
H 3.85 -0.22 4.07 -0.181
H -1.93 2.77 -3.31 -0.195
H -3.89 4.28 2.42 0.426
H -2.04 -4.85 3.28 0.428
H 2.60 1.83 -5.17 0.445
H -2.42 -2.18 -1.16 0.507
H -4.01 -1.09 2.99 0.170
H 3.93 -2.85 -0.65 0.420
H 3.02 0.63 -2.75 0.407
H -5.63 0.05 4.28 0.372
H -3.63 0.94 -3.85 0.453
H -4.34 -1.61 -3.03 0.402
H 0.24 -3.36 -0.03 0.514
H 5.57 2.42 0.67 0.437
H 3.41 -2.17 3.90 -0.162
H -6.74 2.19 4.85 0.370
H 3.40 1.86 1.68 0.512
H -1.22 2.50 -1.43 -0.081
H -0.42 -5.27 1.41 0.485
H -0.03 2.65 -5.00 0.456
H -5.86 4.32 3.92 0.375
H 0.09 3.12 0.44 0.483
H 0.91 2.26 1.82 0.464
H 1.40 4.00 -1.44 0.334
```

# 2
Molecular formula: C28H27BCrNO6
Method: DFT, ωB97M-V/def2-TZVPD

For the energy relative to the best compared isomer or geometry (same formula, charge and spin), the calculation gives 9.9 kcal per mole. The expectation value of S² is 2.024. For the total energy, the calculation gives -72318.076 eV. As for the HOMO energy (alpha / beta): -17.470 / -17.098 eV. The gap between HOMO and LUMO (alpha / beta) is 6.67 / 6.18 eV. The calculation puts the maximum force at 5.70 eV Å⁻¹. Its spin multiplicity is 3. As for the charge: +3.

XYZ file:
```
64
Properties=species:S:1:pos:R:3:mulliken_charge:R:1
Cr 5.09 -2.21 -0.77 -0.233
O 5.08 0.82 -1.08 -0.297
O -4.79 1.11 0.41 -0.243
O 6.70 -1.90 -3.36 -0.216
O -1.72 -1.15 -0.06 -0.437
O 7.89 -1.62 0.29 -0.211
O -1.86 1.31 -0.25 -0.306
N -2.13 0.25 1.95 0.296
C 3.18 -2.84 -1.44 -0.335
C -4.00 0.00 0.16 0.292
C -0.96 -1.62 1.06 -0.195
C -6.09 0.71 0.53 0.521
C 6.81 -1.92 -0.03 0.425
C 5.01 -0.33 -0.92 0.495
C 4.78 -4.33 -0.38 -0.525
C 0.95 4.41 -2.12 -0.936
C -2.09 1.74 2.13 -0.660
C 6.03 -2.11 -2.43 0.418
C -3.06 -0.39 2.91 -1.063
C 0.83 2.11 -1.29 0.441
C -7.10 1.70 0.85 -1.147
C 1.33 -0.01 -0.26 -1.192
C 1.29 1.68 -2.56 -0.554
C 1.30 3.96 -3.40 -0.362
C -6.18 -0.64 0.34 -0.601
C 2.94 -2.16 -0.22 1.715
C 0.77 3.51 -1.07 -0.103
C 0.58 1.14 -0.26 0.406
C -4.85 -1.09 0.10 -0.525
C 1.50 2.58 -3.61 -0.813
C -0.83 -0.48 2.07 -0.698
C -2.03 2.36 0.73 0.261
C 4.65 -3.59 0.81 -0.765
C 4.04 -3.94 -1.51 -0.746
C 2.04 -1.03 -0.16 -1.068
C 3.79 -2.49 0.87 -0.311
B -2.36 0.08 0.30 0.418
H -2.57 -0.38 3.90 0.377
H 1.47 0.61 -2.72 0.493
H -3.00 2.07 2.64 0.338
H 0.55 3.88 -0.06 0.497
H 1.80 2.21 -4.59 0.442
H -1.18 3.04 0.63 -0.184
H 0.02 -1.93 0.68 -0.174
H 5.48 -5.17 -0.44 0.527
H -6.85 2.27 1.76 0.334
H -0.71 -0.87 3.08 0.480
H 0.28 1.56 0.70 1.414
H -7.09 -1.25 0.39 0.491
H -1.48 -2.47 1.53 0.461
H -3.26 -1.42 2.62 0.375
H 0.82 5.48 -1.94 0.443
H 1.43 4.67 -4.22 0.445
H -1.22 2.02 2.74 0.314
H 0.02 0.15 1.84 0.244
H -4.00 0.18 2.99 0.357
H -2.96 2.92 0.51 0.485
H 5.25 -3.85 1.69 0.587
H 3.74 -1.87 1.76 0.594
H -7.26 2.41 0.03 0.327
H -8.05 1.19 1.03 0.377
H -4.56 -2.12 -0.09 0.620
H 2.66 -2.49 -2.34 0.599
H 4.17 -4.48 -2.45 0.589
```

# 3
Molecular formula: C28H27CaFN7O8S
Method: DFT, ωB97M-V/def2-TZVPD

For the energy relative to the best compared isomer or geometry (same formula, charge and spin), the calculation gives 39.2 kcal per mole. For the total energy, the calculation gives -88285.400 eV. As for the HOMO energy: -5.411 eV. The gap between HOMO and LUMO is 7.38 eV. The calculation puts the maximum force at 2.69 eV Å⁻¹. Its spin multiplicity is 1. As for the charge: -1.

XYZ file:
```
73
Properties=species:S:1:pos:R:3:mulliken_charge:R:1
Ca 0.72 -1.00 0.18 1.623
S -0.27 -0.99 -4.37 -0.460
F 1.21 5.20 -0.17 -0.333
O 3.50 6.64 0.59 -0.656
O 3.99 1.21 0.51 -0.737
O 1.14 -2.92 -0.31 -0.901
O -0.02 -4.75 0.22 -0.747
O 2.43 -0.33 1.06 -0.690
O -1.03 -1.57 -0.74 -0.099
O -2.28 -3.02 0.40 -0.809
O 4.67 3.32 3.45 -0.656
N 4.04 4.93 1.99 -0.055
N -2.77 -0.93 -3.61 -0.187
N 2.79 2.99 2.20 0.062
N 0.76 0.77 -1.31 1.271
N -0.18 -1.47 2.30 0.403
N -0.97 0.50 0.75 0.216
N -1.69 -3.02 -3.56 -0.038
C -1.30 1.33 -0.24 0.852
C 3.24 5.55 1.04 0.142
C -1.66 -1.70 -3.73 0.189
C 2.10 4.71 0.71 0.252
C 3.11 0.73 1.22 0.459
C 1.73 0.96 -2.20 0.391
C 1.77 2.10 -2.99 -0.826
C -1.87 -2.89 3.95 -0.540
C 1.93 3.49 1.25 0.209
C 2.82 -0.07 -2.26 -1.575
C -0.23 1.67 -1.20 0.223
C -3.55 1.41 0.55 -0.985
C -2.60 1.80 -0.38 -1.155
C -0.25 2.83 -1.95 -1.030
C 3.90 3.70 2.60 0.399
C -3.20 0.52 1.55 -1.128
C -1.45 -1.08 2.46 0.635
C -3.86 -1.14 -2.65 -0.813
C 0.78 3.05 -2.86 -0.909
C 0.27 -2.56 2.94 1.072
C 0.07 -3.56 -0.05 0.174
C -1.89 0.04 1.59 0.916
C -1.21 -2.66 -0.11 1.003
C -0.57 -3.31 3.76 -1.073
C 2.73 1.56 2.51 -0.911
C -2.31 -1.74 3.32 -1.274
C 1.70 -2.96 2.77 -1.455
C -2.79 -3.87 -3.13 -1.027
H 1.73 1.28 2.84 0.260
H 2.31 -2.09 2.54 0.069
H -2.53 0.03 -3.76 0.283
H -3.33 -1.41 3.46 0.346
H 2.07 -3.47 3.66 0.566
H -2.44 -4.90 -3.14 0.353
H 0.81 3.97 -3.43 0.452
H -2.88 2.42 -1.23 0.458
H 2.41 -1.06 -2.03 0.242
H -0.77 -3.44 -3.55 0.255
H 4.87 5.44 2.26 0.219
H -3.62 -3.78 -3.84 0.324
H -3.93 0.19 2.27 0.376
H -3.47 -1.37 -1.65 0.156
H 1.10 2.86 0.97 0.504
H 3.46 1.38 3.29 0.448
H 3.30 -0.08 -3.24 0.528
H -4.51 -1.96 -2.96 0.307
H -2.55 -3.46 4.57 0.403
H 2.58 2.24 -3.70 0.517
H -3.14 -3.65 -2.13 0.335
H 3.56 0.18 -1.49 0.195
H -1.03 3.57 -1.81 0.533
H -4.56 1.78 0.48 0.420
H -4.45 -0.23 -2.61 0.366
H -0.21 -4.22 4.21 0.461
H 1.78 -3.64 1.92 0.204
```

# 4
Molecular formula: C28H27Cl2FN4O2Ti
Method: DFT, ωB97M-V/def2-TZVPD

For the total energy, the calculation gives -90408.949 eV. As for the HOMO energy: -8.471 eV. The gap between HOMO and LUMO is 7.73 eV. The calculation puts the maximum force at 2.80 eV Å⁻¹. Its spin multiplicity is 1. As for the charge: 0.

XYZ file:
```
65
Properties=species:S:1:pos:R:3:mulliken_charge:R:1
Ti -1.60 1.22 -0.86 0.951
Cl 2.40 -5.92 2.73 -0.149
Cl 5.18 -5.24 2.11 -0.191
F -1.30 2.71 -1.75 -0.592
O -3.34 1.35 -0.42 -0.296
O 0.02 0.17 -0.34 -0.272
N 1.19 1.68 -2.46 -0.465
N -0.04 1.07 1.82 -0.861
N -5.59 -5.44 -0.32 -0.497
N -1.31 1.54 1.31 0.283
C -4.43 2.63 2.78 -0.520
C -1.92 -2.41 -1.20 -0.087
C 3.64 2.84 -0.14 -1.508
C -5.49 1.81 0.40 -0.533
C 3.98 -0.68 2.06 -0.531
C 3.58 2.30 -1.59 2.492
C -3.95 -3.59 -1.09 0.479
C 2.21 1.97 -2.01 -0.300
C 3.45 -1.79 0.02 -0.751
C -6.33 2.21 1.44 -0.517
C 2.67 -0.14 2.07 -0.186
C 4.36 1.02 -1.67 -1.406
C -2.58 -3.50 -0.80 -0.944
C -2.45 -1.35 -1.97 1.258
C -4.10 1.75 0.59 0.500
C -4.78 -4.69 -0.61 -0.007
C 4.39 -1.51 1.02 -0.688
C -1.64 -0.20 -2.36 -1.726
C 2.18 -1.18 -0.01 0.048
C -2.17 1.98 2.13 -0.383
C 1.82 -0.27 1.02 0.933
C -3.59 2.19 1.79 0.596
C 0.56 0.45 0.83 -0.083
C -5.77 2.74 2.60 -0.648
C 3.63 -4.68 2.79 0.442
C -3.78 -1.45 -2.30 -0.329
C 4.08 3.28 -2.65 -1.955
C -4.53 -2.54 -1.85 -0.746
H 2.50 0.46 2.95 0.406
H 3.19 2.16 0.61 0.150
H 4.37 0.71 -2.72 0.448
H -0.87 -2.37 -1.00 0.331
H -2.11 -4.26 -0.26 0.565
H -6.43 3.00 3.47 0.301
H -5.62 -2.52 -1.98 0.416
H -3.96 3.00 3.72 0.283
H 3.91 -4.36 3.76 0.279
H 5.39 -1.89 0.97 0.539
H -0.65 -0.49 -2.80 0.421
H 4.27 2.81 -3.63 0.369
H 5.06 3.53 -2.33 0.487
H 3.90 0.23 -1.08 0.119
H 1.64 -1.34 -0.95 0.170
H 4.63 -0.35 2.88 0.439
H 3.15 3.78 -0.03 0.469
H -5.90 1.53 -0.57 0.393
H -2.26 0.40 -3.04 0.484
H -7.37 2.13 1.34 0.442
H 3.40 -3.82 2.15 -0.378
H 4.64 3.13 0.17 0.403
H 3.72 -2.53 -0.80 0.226
H 5.41 1.11 -1.32 0.398
H 3.51 4.18 -2.77 0.382
H -4.27 -0.69 -3.00 0.268
H -1.89 2.11 3.16 0.379
```

# 5
Molecular formula: C28H27Cl3N3O3RuS2
Method: DFT, ωB97M-V/def2-TZVPD

For the energy relative to the best compared isomer or geometry (same formula, charge and spin), the calculation gives 0.0 kcal per mole. For the total energy, the calculation gives -101900.568 eV. As for the HOMO energy (alpha / beta): -10.840 / -10.852 eV. The gap between HOMO and LUMO (alpha / beta) is 5.67 / 5.70 eV. The calculation puts the maximum force at 0.30 eV Å⁻¹. Its spin multiplicity is 1. As for the charge: +1.

XYZ file:
```
67
Properties=species:S:1:pos:R:3:mulliken_charge:R:1
Ru -0.18 -0.83 -0.06 0.071
Cl -6.16 2.44 -2.21 -0.201
Cl -1.65 0.03 -3.87 -0.163
Cl -3.44 -0.78 1.14 -0.233
S 2.08 1.03 3.65 -0.049
S 0.17 -0.72 2.18 -0.197
O 0.39 -2.82 -0.40 -0.303
O -1.67 -1.17 -1.18 -0.673
O -0.85 1.02 0.06 -1.153
N 1.53 -0.07 0.09 0.429
N 0.23 -5.05 -0.61 -0.090
N 2.08 0.64 1.01 -0.585
C -3.91 1.14 -2.91 -0.747
C 0.75 1.38 -1.66 0.766
C -4.84 1.37 -1.91 0.424
C 1.89 4.71 0.26 -0.586
C 0.88 5.41 0.91 -0.486
C -0.35 1.81 -0.89 2.142
C 3.11 2.39 2.99 -1.083
C 1.52 -5.36 0.05 -0.642
C 1.30 4.14 2.91 -0.282
C 2.03 -0.80 -2.22 -1.905
C 0.59 5.12 2.24 -0.730
C -2.70 -0.34 -1.41 -1.055
C -0.29 -3.85 -0.26 0.065
C 2.32 3.44 2.27 0.568
C 1.33 0.10 -1.26 1.562
C -1.19 -4.71 1.82 -0.789
C 1.23 -5.69 1.51 -0.698
C -1.56 -3.90 0.54 0.413
C 1.49 0.35 2.19 0.435
C -2.85 0.29 -2.65 0.904
C 1.21 2.15 -2.74 -1.016
C 2.60 3.73 0.93 -0.101
C 0.59 3.34 -3.03 -0.940
C -0.48 3.78 -2.24 -0.697
C -0.95 3.04 -1.18 -0.988
C -3.64 -0.06 -0.43 1.145
C -4.71 0.78 -0.66 -0.908
C 0.30 -4.69 2.24 -0.214
H 0.32 6.17 0.39 0.436
H 2.28 -1.75 -1.74 0.442
H 1.07 3.93 3.95 0.375
H 2.96 -0.32 -2.53 0.468
H -1.50 -5.74 1.70 0.349
H 0.93 3.94 -3.86 0.459
H -1.79 3.37 -0.57 0.566
H -1.89 -2.89 0.77 -0.645
H 3.56 2.80 3.90 0.496
H 2.03 1.79 -3.34 0.451
H 1.41 -0.97 -3.10 0.241
H -1.79 -4.31 2.64 0.466
H 3.38 3.18 0.42 0.304
H -5.43 0.98 0.12 0.470
H 3.90 1.96 2.38 0.394
H 0.34 -4.93 3.30 0.440
H -0.19 5.67 2.75 0.411
H -0.43 -5.80 -0.49 0.362
H -4.01 1.61 -3.87 0.466
H -0.96 4.73 -2.47 0.507
H 1.99 -6.19 -0.47 0.394
H 2.18 -5.75 2.05 0.400
H 2.12 4.93 -0.77 0.448
H -2.36 -4.38 -0.02 0.457
H 2.16 -4.49 -0.05 0.228
H 0.78 -6.68 1.57 0.284
H 0.71 -3.67 2.15 -0.080
```

# 6
Molecular formula: C28H27F12N3O2SiTi
Method: DFT, ωB97M-V/def2-TZVPD

For the energy relative to the best compared isomer or geometry (same formula, charge and spin), the calculation gives 58.5 kcal per mole. The expectation value of S² is 2.035. For the total energy, the calculation gives -101644.390 eV. As for the HOMO energy (alpha / beta): -0.067 / -0.977 eV. The gap between HOMO and LUMO (alpha / beta) is 4.40 / 4.28 eV. The calculation puts the maximum force at 1.60 eV Å⁻¹. Its spin multiplicity is 3. As for the charge: -2.

XYZ file:
```
74
Properties=species:S:1:pos:R:3:mulliken_charge:R:1
Ti 0.03 -0.06 -0.14 -0.883
Si 1.77 1.93 -0.35 0.791
F 2.06 -4.20 -0.01 -0.352
F -2.64 1.57 4.31 -0.293
F -0.64 3.30 2.95 -0.268
F 2.51 -2.81 -2.29 -0.374
F -1.29 3.40 0.88 -0.199
F 0.19 -3.65 0.90 -0.318
F 2.61 -0.68 -1.91 -0.130
F 3.58 -2.04 -0.56 -0.366
F 0.28 -4.11 -1.23 -0.312
F -2.73 3.52 2.48 -0.327
F -2.34 -0.43 3.51 -0.262
F -0.65 0.78 4.10 -0.236
O -0.57 0.80 1.55 -0.580
O 1.23 -1.22 0.67 -0.568
N -1.72 -1.68 0.55 0.051
N -1.78 0.85 -0.79 0.333
N -2.18 -2.62 -0.42 -0.974
C -1.57 0.53 -2.12 -0.760
C -0.46 -0.96 -5.97 -1.556
C 2.34 4.98 2.50 -0.560
C -4.19 0.43 -0.78 -1.071
C -1.71 1.34 2.01 2.139
C 1.50 4.85 -0.12 -0.020
C -1.99 0.38 -4.47 -0.839
C 1.80 3.65 0.54 0.634
C -1.84 0.83 3.49 0.286
C -1.58 2.90 2.08 0.493
C -2.37 0.86 -3.22 -0.689
C -4.24 1.09 1.89 -0.785
C 3.57 1.43 0.19 -1.527
C 1.15 -1.98 -0.51 1.544
C -5.44 0.80 1.24 0.602
C 1.63 6.08 0.50 -0.576
C -6.74 0.85 2.00 -1.404
C -0.03 -0.65 -3.51 0.006
C -5.38 0.43 -0.10 -1.402
C 2.21 3.76 1.87 -0.386
C -0.84 -0.40 -4.62 0.843
C -2.97 0.82 -0.16 0.242
C 2.06 6.16 1.82 -0.439
C 2.03 2.50 -2.20 -1.638
C -0.35 -0.16 -2.25 0.895
C 0.94 -3.44 -0.22 0.193
C 2.43 -1.87 -1.29 0.088
C -3.02 1.08 1.24 -0.345
H 2.81 3.28 -2.27 0.441
H -6.86 1.81 2.50 0.340
H -7.59 0.70 1.32 0.370
H -1.73 -2.37 -1.29 0.270
H 1.10 2.90 -2.62 0.258
H -2.61 0.62 -5.34 0.252
H 1.40 6.99 -0.04 0.333
H 4.27 2.24 -0.01 0.365
H 3.59 1.21 1.26 0.223
H -6.29 0.13 -0.61 0.258
H 2.33 1.65 -2.81 0.316
H 2.41 2.85 2.43 0.195
H 3.92 0.54 -0.33 0.406
H -4.29 1.34 2.94 0.575
H -0.51 -2.05 -5.95 0.299
H 1.16 4.81 -1.15 0.217
H -0.92 -2.00 1.09 0.380
H 2.17 7.12 2.31 0.325
H -1.13 -0.60 -6.75 0.353
H -1.85 -3.55 -0.19 0.329
H -2.48 -1.50 1.19 0.301
H -4.16 0.09 -1.80 0.615
H -6.78 0.08 2.77 0.293
H 0.56 -0.68 -6.23 0.317
H 2.67 5.03 3.54 0.327
H -3.25 1.49 -3.13 0.638
H 0.88 -1.23 -3.67 0.302
```